*one*
Here is C6H14N3 as an isolated structure from the Open Molecules 2025 dataset. Energies are from ωB97M-V/def2-TZVPD.

Gap between HOMO and LUMO (eV): 10.6
Lowest unoccupied orbital energy (eV): -3.0
Total charge: +1
Highest occupied orbital energy (Ha): -0.499

Each line ends with the natural charge from an NBO analysis.
Positions of all 23 atoms, in Å:
C -1.915 -0.106 -0.071  0.309
C 0.805 -0.592 -0.493  0.662
C -3.165 0.287 -0.828  -0.634
C -2.031 -0.243 1.410  -0.677
C 1.448 1.643 0.271  -0.420
C 3.088 -0.129 -0.017  -0.406
N -0.998 -0.092 -0.915  -0.376
N 1.718 0.306 -0.239  -0.366
N 0.962 -1.874 -0.666  -0.783
H -3.780 0.995 -0.178  0.241
H -2.849 0.528 -1.833  0.256
H -3.704 -0.583 -0.894  0.232
H -2.889 -0.811 1.637  0.252
H -1.993 0.886 1.732  0.262
H -1.198 -0.786 1.848  0.233
H 0.453 1.928 0.167  0.237
H 1.821 1.594 1.347  0.218
H 1.830 2.474 -0.261  0.239
H 3.124 -0.725 0.840  0.214
H 3.388 -0.752 -0.853  0.213
H 3.519 0.812 0.067  0.235
H 0.375 -2.456 -1.254  0.446
H 1.991 -2.305 -0.816  0.412


*two*
Here is an isolated ion of composition C6H14N3 and charge +1 from the Open Molecules 2025 dataset. Energies are from ωB97M-V/def2-TZVPD.

Gap between HOMO and LUMO (eV): 10.9
Lowest unoccupied orbital energy (eV): -2.8
Total charge: +1
Highest occupied orbital energy (Ha): -0.503

Each line ends with the natural charge from an NBO analysis.
Positions of all 23 atoms, in Å:
C 0.737 2.889 0.080  -0.344
C 0.722 1.742 -0.526  -0.030
N 0.053 0.490 0.123  -0.253
N -1.273 0.375 -0.350  -0.368
C -2.118 -0.152 0.437  0.293
N -3.344 -0.302 -0.017  -0.773
C 0.841 -0.631 -0.408  -0.039
C 0.220 -2.017 -0.014  -0.617
C 2.285 -0.738 0.149  -0.630
H 1.014 3.897 -0.330  0.263
H 0.327 3.034 1.088  0.214
H 1.194 1.551 -1.431  0.226
H 0.184 0.568 1.204  0.423
H -1.841 -0.438 1.367  0.178
H -4.221 -0.328 0.602  0.434
H -3.619 -0.008 -1.046  0.438
H 0.873 -0.561 -1.467  0.226
H 0.008 -2.106 0.971  0.205
H -0.727 -2.058 -0.529  0.218
H 0.811 -2.799 -0.470  0.246
H 2.649 0.267 0.123  0.217
H 2.765 -1.371 -0.536  0.242
H 2.459 -1.303 0.977  0.232


Result of the stability comparison: *one* is the most stable of them.


*one*
Here is an isolated ion of composition C6H14N3 and charge +1 from the Open Molecules 2025 dataset. Energies are from ωB97M-V/def2-TZVPD.

Gap between HOMO and LUMO (eV): 10.8
Lowest unoccupied orbital energy (eV): -2.8
Total charge: +1
Highest occupied orbital energy (Ha): -0.499

Each line ends with the natural charge from an NBO analysis.
Positions of all 23 atoms, in Å:
C 1.562 1.809 -0.455  -0.665
C 0.597 1.134 0.495  0.108
N 0.959 -0.051 1.170  -0.649
C 0.562 -1.256 0.563  0.090
C 1.494 -1.838 -0.479  -0.650
N -0.631 -0.797 -0.208  -0.203
C -1.613 -0.027 0.412  0.102
C -2.984 -0.088 -0.189  -0.662
N -0.523 0.617 -0.237  -0.242
H 1.003 2.591 -1.118  0.243
H 2.056 0.949 -0.934  0.229
H 2.381 2.445 0.025  0.268
H 0.195 1.880 1.202  0.214
H 1.925 0.145 1.425  0.407
H 0.428 -1.943 1.384  0.237
H 2.362 -1.325 -0.644  0.218
H 0.979 -1.983 -1.516  0.243
H 1.785 -2.813 -0.175  0.241
H -1.573 -0.026 1.531  0.242
H -2.939 -0.035 -1.295  0.235
H -3.785 0.700 0.226  0.263
H -3.414 -1.112 0.018  0.269
H -0.823 1.025 -1.200  0.461


*two*
Here is an isolated ion of composition C6H14N3 and charge +1 from the Open Molecules 2025 dataset. Energies are from ωB97M-V/def2-TZVPD.

Gap between HOMO and LUMO (spin up / spin down) (eV): 7.6 / 7.6
Lowest unoccupied orbital energy (spin up / spin down) (eV): -4.4 / -4.4
Total charge: +1
Highest occupied orbital energy (spin up / spin down) (Ha): -0.441 / -0.441

Each line ends with the natural charge from an NBO analysis.
Positions of all 23 atoms, in Å:
C -1.185 1.537 -1.979  -0.274
C -1.249 2.198 -0.836  -0.022
C -0.671 0.173 -2.135  0.260
C 1.765 -1.681 2.283  -0.610
C 1.301 -1.428 0.847  -0.406
C 0.944 0.083 0.664  -0.243
N -0.356 0.171 0.286  -0.453
N -1.502 -0.895 -2.152  -0.679
N -1.031 1.316 0.427  -0.365
H -1.188 2.111 -2.832  0.265
H -1.760 3.183 -0.818  0.256
H 0.190 0.155 -2.693  0.220
H 1.886 -2.744 2.483  0.222
H 2.756 -1.176 2.346  0.208
H 1.121 -1.350 3.151  0.216
H 0.286 -1.751 0.798  0.213
H 1.929 -1.842 0.115  0.215
H 0.989 0.693 1.656  0.156
H 1.720 0.626 0.156  0.183
H -2.254 -0.921 -1.534  0.402
H -1.091 -1.854 -2.092  0.424
H -0.618 2.152 1.071  0.393
H -1.982 1.247 0.790  0.419


Result of the stability comparison: *one* is the most stable of them.


*one*
Here is a 2-piece molecular cluster, C4H8O4 overall from the Open Molecules 2025 dataset. Energies are from ωB97M-V/def2-TZVPD.

Gap between HOMO and LUMO (eV): 10.5
Lowest unoccupied orbital energy (eV): 0.3
Highest occupied orbital energy (Ha): -0.373

Each line ends with the natural charge from an NBO analysis.
Positions of all 16 atoms, in Å:
O -1.086 0.590 3.147  -0.507
C -1.381 0.332 2.006  0.439
C -0.615 -0.797 1.321  -0.503
C -0.495 -0.628 -0.209  -0.534
C 0.906 -0.953 -0.636  0.800
O 1.380 -2.047 -0.596  -0.567
O 1.654 0.168 -0.820  -0.724
H -2.231 0.812 1.509  0.121
H 0.404 -0.735 1.707  0.237
H -0.988 -1.757 1.680  0.251
H -0.798 0.359 -0.581  0.247
H -1.174 -1.261 -0.787  0.241
H 2.606 -0.006 -0.889  0.505
O 0.212 1.965 -2.465  -0.942
H 0.751 2.695 -2.104  0.463
H 0.856 1.261 -2.283  0.474


*two*
Here is a 2-piece molecular cluster, C4H8O4 overall from the Open Molecules 2025 dataset. Energies are from ωB97M-V/def2-TZVPD.

Gap between HOMO and LUMO (eV): 11.1
Lowest unoccupied orbital energy (eV): 0.5
Highest occupied orbital energy (Ha): -0.391

Each line ends with the natural charge from an NBO analysis.
Positions of all 16 atoms, in Å:
C 0.665 -1.454 1.976  -0.728
C 0.748 -0.730 3.303  0.784
O 1.487 0.226 3.563  -0.615
O -0.141 -1.163 4.167  -0.664
H 1.623 -1.307 1.450  0.241
H -0.150 -1.086 1.331  0.245
H 0.519 -2.535 2.145  0.236
H -0.017 -0.550 4.942  0.500
C -0.902 1.654 -2.171  -0.730
C -0.623 0.838 -3.431  0.787
O -0.960 1.172 -4.570  -0.595
O 0.221 -0.170 -3.117  -0.671
H -0.242 2.528 -2.041  0.251
H -0.789 0.994 -1.295  0.226
H -1.947 2.005 -2.215  0.237
H 0.509 -0.422 -4.037  0.496


Result of the stability comparison: *two* is the most stable of them.


*one*
Here is a 2-piece molecular cluster, C4H8O4 overall from the Open Molecules 2025 dataset. Energies are from ωB97M-V/def2-TZVPD.

Gap between HOMO and LUMO (eV): 10.3
Lowest unoccupied orbital energy (eV): 0.6
Highest occupied orbital energy (Ha): -0.357

Each line ends with the natural charge from an NBO analysis.
Positions of all 16 atoms, in Å:
C 1.651 0.448 -0.482  0.512
C 1.989 1.879 -0.685  -0.710
C -2.852 -1.342 0.537  -0.717
C -1.504 -0.790 0.148  0.775
O 0.553 -0.087 1.035  -0.499
O -0.748 -0.621 1.246  -0.256
O 2.553 -0.329 0.062  -0.687
O -1.163 -0.553 -0.986  -0.624
H 1.964 -0.847 0.732  0.540
H 0.932 -0.017 -1.154  0.207
H 2.408 2.001 -1.689  0.252
H 1.074 2.470 -0.635  0.253
H 2.713 2.221 0.053  0.238
H -3.623 -0.685 0.134  0.240
H -2.982 -2.318 0.068  0.240
H -2.964 -1.430 1.614  0.234


*two*
Here is an isolated molecule of C4H8O4 from the Open Molecules 2025 dataset. Energies are from ωB97M-V/def2-TZVPD.

Gap between HOMO and LUMO (eV): 10.9
Lowest unoccupied orbital energy (eV): 0.5
Highest occupied orbital energy (Ha): -0.380

Each line ends with the natural charge from an NBO analysis.
Positions of all 16 atoms, in Å:
C 2.376 -0.263 0.237  -0.630
C 0.941 0.149 -0.024  0.381
O 0.880 1.131 -0.983  -0.735
O 0.218 -1.028 -0.360  -0.532
C -1.162 -0.857 -0.612  -0.170
C -1.755 0.294 0.198  0.773
O -1.720 1.449 -0.182  -0.619
O -2.469 -0.101 1.244  -0.660
H 2.402 -1.058 0.975  0.219
H 2.804 -0.624 -0.694  0.223
H 2.945 0.597 0.577  0.220
H 0.429 0.536 0.920  0.110
H -0.021 1.552 -0.948  0.501
H -1.642 -1.801 -0.343  0.213
H -1.319 -0.632 -1.677  0.203
H -2.907 0.655 1.671  0.502


Result of the stability comparison: *two* is the most stable of them.


*one*
Here is a 2-piece molecular cluster, C4H8O4 overall from the Open Molecules 2025 dataset. Energies are from ωB97M-V/def2-TZVPD.

Gap between HOMO and LUMO (eV): 10.9
Lowest unoccupied orbital energy (eV): 0.7
Highest occupied orbital energy (Ha): -0.376

Each line ends with the natural charge from an NBO analysis.
Positions of all 16 atoms, in Å:
C 3.415 -0.092 0.117  -0.723
C 1.865 -0.039 -0.045  0.837
O 1.289 -1.087 0.181  -0.617
O 1.317 1.277 -0.447  -0.703
H 3.645 -1.095 -0.177  0.250
H 3.862 0.753 -0.514  0.244
H 3.452 0.384 1.270  0.261
H 0.297 1.030 -0.586  0.520
C -3.448 -0.035 -0.039  -0.735
C -1.936 0.028 -0.007  0.798
O -1.343 1.087 0.336  -0.677
O -1.225 -1.061 -0.351  -0.735
H -3.581 1.010 0.724  0.260
H -3.928 -0.235 -1.001  0.260
H -3.523 -0.832 0.766  0.244
H -0.157 -1.093 -0.226  0.515


*two*
Here is a 2-piece molecular cluster, C4H8O4 overall from the Open Molecules 2025 dataset. Energies are from ωB97M-V/def2-TZVPD.

Gap between HOMO and LUMO (eV): 11.3
Lowest unoccupied orbital energy (eV): 0.7
Highest occupied orbital energy (Ha): -0.388

Each line ends with the natural charge from an NBO analysis.
Positions of all 16 atoms, in Å:
C 3.800 0.075 0.294  -0.737
C 2.287 0.059 -0.120  0.789
O 1.626 1.104 -0.470  -0.634
O 1.745 -1.172 -0.287  -0.650
H 4.032 1.094 0.493  0.240
H 3.957 -0.247 1.414  0.247
H 4.492 -0.447 -0.525  0.258
H 0.910 -1.121 -0.393  0.487
C -3.771 -0.201 -0.070  -0.729
C -2.264 -0.156 -0.005  0.834
O -1.448 -1.053 0.066  -0.577
O -1.993 1.323 0.125  -0.759
H -3.943 -1.210 -0.093  0.223
H -4.278 0.189 0.798  0.252
H -4.154 0.283 -0.992  0.248
H -0.996 1.481 -0.234  0.507


Result of the stability comparison: *two* is the most stable of them.


*one*
Here is a 2-piece molecular cluster, ClH5N3PS overall from the Open Molecules 2025 dataset. Energies are from ωB97M-V/def2-TZVPD.

Gap between HOMO and LUMO (spin up / spin down) (eV): 7.6 / 7.6
Lowest unoccupied orbital energy (spin up / spin down) (eV): -1.0 / -1.0
Highest occupied orbital energy (spin up / spin down) (Ha): -0.317 / -0.318

Each line ends with the natural charge from an NBO analysis.
Positions of all 11 atoms, in Å:
N -0.300 -0.018 1.721  -1.143
N -1.119 1.206 -0.573  -1.148
N 1.636 -0.157 -0.996  -0.894
P -0.603 -0.254 0.046  1.572
S -1.954 -1.538 -0.220  -0.505
Cl 2.843 -0.725 0.074  0.091
H 0.652 0.217 1.909  0.411
H -0.777 -0.789 2.242  0.429
H -1.806 1.121 -1.240  0.404
H -0.238 1.612 -1.020  0.412
H 1.668 -0.675 -1.943  0.372


*two*
Here is a 2-piece molecular cluster, ClH5N3PS overall from the Open Molecules 2025 dataset. Energies are from ωB97M-V/def2-TZVPD.

Gap between HOMO and LUMO (spin up / spin down) (eV): 7.4 / 7.3
Lowest unoccupied orbital energy (spin up / spin down) (eV): -1.0 / -0.9
Highest occupied orbital energy (spin up / spin down) (Ha): -0.306 / -0.301

Each line ends with the natural charge from an NBO analysis.
Positions of all 11 atoms, in Å:
N -0.225 1.149 -1.351  -0.525
N -0.961 0.864 -0.349  -0.585
P -0.494 -0.084 0.821  1.379
N -1.893 -0.676 1.447  -1.185
S 0.882 -1.576 0.535  -0.654
H -0.109 2.103 -1.795  0.384
H 0.502 0.524 -1.640  0.369
H -1.773 -1.397 2.173  0.418
H -2.769 -0.170 1.695  0.426
Cl 3.925 -0.099 -1.036  -0.305
H 2.916 -0.638 -0.499  0.279


Result of the stability comparison: *two* is the most stable of them.